Entry 1:
This record from the OMol25 dataset describes a molecular structure, C22H45O12Zn at a distorted geometry. The level of theory is ωB97M-V with the def2-TZVPD basis set.

## Properties
relative energy (zero: lowest compared OMol25 entry of this formula, charge and spin)	0.00	kJ/mol
2S+1	1
E_HOMO	-11.10	eV
charge	+1
gap between HOMO and LUMO	7.62	eV
LUMO level	-3.48	eV

Geometry as XYZ:
```
80
Properties=species:S:1:pos:R:3:forces:R:3:lowdin_charge:R:1
Zn 2.626074 -0.068006 -0.384310 -1.8 0.4 1.0 0.862
O 2.705975 1.848915 0.376597 0.5 -0.4 0.2 0.004
O -5.184796 3.859270 -0.605176 0.0 -0.2 0.1 0.011
O 3.369409 -1.119108 1.251593 0.5 0.4 -0.2 0.000
O 2.788111 1.017826 -4.271325 0.2 0.1 0.0 0.027
O -3.999310 2.452503 -1.930089 0.0 0.0 -0.2 0.117
O 1.771251 -6.683473 1.847394 0.2 -0.2 -0.1 0.071
O 1.606965 2.561911 -3.240176 0.0 0.1 0.3 0.033
O 2.001329 0.684195 -2.184252 0.8 -0.3 0.1 0.069
O 0.861290 -0.195323 0.174326 -0.2 -0.2 -0.4 -0.417
O -4.545954 1.970256 0.199114 -0.1 0.1 0.4 -0.004
O -5.119729 -2.177369 0.489387 0.1 0.0 0.2 0.066
O -0.013408 4.670968 1.399582 0.1 0.0 0.0 0.047
C -5.531886 -4.104729 -0.812446 -0.2 0.0 0.4 -0.017
C -4.538452 2.727456 -0.889300 0.1 0.2 0.1 -0.630
C -0.581601 -6.557060 2.074831 -0.2 -0.2 -0.1 -0.012
C -3.954395 0.680566 0.053231 -0.1 -0.3 -0.5 -0.047
C 0.770285 -6.031051 1.685932 0.0 0.2 0.4 -0.501
C 0.876735 -4.626408 1.146088 0.0 0.5 -0.5 -0.021
C -1.601904 3.017280 2.033366 0.0 0.3 -0.4 0.011
C 3.449955 -0.253678 -4.257815 -0.1 -0.6 0.1 0.001
C 2.152744 1.380864 -3.176470 -0.2 -0.2 -0.4 -0.567
C 4.139179 -1.783161 1.940879 -0.3 -0.4 0.0 -0.417
C 5.028724 -2.815740 1.321462 0.1 0.4 0.0 0.013
C 4.136532 -1.593777 3.436881 0.1 0.5 -1.2 0.026
C -0.621207 3.666919 1.088063 0.2 -0.2 0.1 -0.476
C -5.234970 4.805856 -1.661788 0.1 0.6 -0.4 -0.044
C -0.427407 3.009516 -0.243381 -0.5 -0.5 -0.3 0.002
C 2.860783 3.384031 2.168786 -0.3 -0.4 0.2 0.023
C -4.654260 -3.159390 -0.039573 0.0 0.2 -0.2 -0.498
C -3.175667 -3.438884 -0.002965 0.3 0.0 0.0 -0.022
C 1.643762 3.323752 -4.453254 -0.3 0.5 -0.5 0.006
C 2.831855 4.103926 -0.296024 -0.4 0.5 0.5 0.009
C 0.034181 -0.689747 1.176072 0.1 -0.2 -0.6 -0.239
C 2.747912 3.018818 0.728092 0.7 0.0 -0.7 -0.429
H -1.898992 3.769614 2.758742 -0.1 -0.2 0.2 0.092
H -4.487739 0.131426 -0.721957 0.1 0.0 0.0 0.096
H 3.830700 4.537515 -0.194883 -0.1 0.2 -0.1 0.106
H -2.903045 0.749321 -0.231706 0.0 0.1 0.1 0.083
H -2.989030 -4.488972 0.229286 0.0 0.0 0.1 0.070
H 5.172469 -1.453310 3.742139 0.0 -0.3 0.4 0.099
H 4.310442 -0.247678 -3.589012 0.0 0.2 0.0 0.100
H -0.043491 -4.211781 0.732952 -0.1 -0.2 0.0 0.058
H 5.001333 -2.694241 0.241980 0.0 -0.2 0.0 0.085
H -5.482118 5.770435 -1.226461 -0.1 -0.1 0.2 0.095
H 1.194739 -3.916012 1.914016 0.1 -0.2 0.1 0.082
H -5.447686 -5.124843 -0.433842 0.2 0.0 -0.1 0.086
H 4.713118 -3.820143 1.608687 -0.1 0.0 0.0 0.108
H 2.757675 -1.039454 -3.954191 0.0 0.1 0.1 0.105
H 3.779542 -0.473902 -5.266267 0.0 0.3 -0.1 0.106
H 3.652411 4.111972 2.333385 -0.1 0.1 0.0 0.102
H -0.877104 -0.074466 1.195983 0.1 0.1 0.4 0.055
H -4.266471 4.892240 -2.152348 0.0 -0.1 -0.1 0.093
H 0.517809 -0.713553 2.163634 -0.2 0.1 0.1 0.071
H -0.329877 -1.706893 0.949765 0.2 0.0 0.1 0.047
H -0.569667 -7.644023 2.038261 0.0 0.0 0.0 0.089
H 6.049467 -2.682749 1.685174 0.0 -0.1 0.0 0.100
H -2.719955 -3.246693 -0.979335 -0.2 0.0 -0.1 0.094
H -2.686258 -2.780755 0.712131 0.0 -0.1 0.1 0.071
H -4.090150 0.158608 0.991431 0.0 0.1 0.1 0.090
H -5.999947 4.551324 -2.394039 0.1 -0.2 0.0 0.101
H 2.646930 3.422017 -4.856827 0.1 -0.2 0.0 0.104
H -5.245921 -4.095222 -1.863902 -0.1 -0.1 -0.1 0.090
H 2.076948 4.854066 -0.039736 0.2 0.2 0.1 0.093
H 0.015683 2.005643 -0.160782 0.1 0.1 0.2 0.076
H 3.585465 -0.676064 3.621633 -0.2 -0.1 0.3 0.090
H 2.649698 3.791437 -1.317016 0.1 -0.4 0.0 0.069
H -1.147393 2.150569 2.516150 0.0 0.0 0.0 0.089
H -0.828475 -6.270348 3.099806 0.1 0.1 0.0 0.096
H -1.361072 -6.159374 1.425547 0.0 -0.1 0.0 0.063
H -2.461510 2.675095 1.456564 -0.1 -0.1 0.2 0.065
H 1.274379 4.317170 -4.212442 0.0 -0.1 0.3 0.105
H -6.554488 -3.770532 -0.659852 -0.1 0.0 -0.3 0.086
H 3.660818 -2.468568 3.874472 0.2 0.0 0.3 0.106
H 0.956312 2.900737 -5.183570 0.2 -0.2 0.0 0.110
H 1.903079 3.800117 2.492253 0.1 0.2 0.0 0.089
H 0.163937 3.607176 -0.929881 0.0 0.1 0.0 0.073
H 1.628845 -4.626943 0.356159 0.1 0.0 0.1 0.084
H 3.048575 2.486907 2.755648 0.1 0.0 0.0 0.089
H -1.418094 2.815202 -0.671080 0.1 0.1 -0.2 0.084
```
Forces are in eV/Å.

---

Entry 2:
This record from the OMol25 dataset describes a molecular structure, C22H46FeO19 at a distorted geometry. The level of theory is ωB97M-V with the def2-TZVPD basis set.

## Properties
2S+1	6
E_HOMO (alpha / beta)	-5.88 / -5.86	eV
charge	-1
<S²>	8.857
gap between HOMO and LUMO (alpha / beta)	6.05 / 4.33	eV
LUMO level (alpha / beta)	0.17 / -1.53	eV

Geometry as XYZ:
```
88
Properties=species:S:1:pos:R:3:forces:R:3:mulliken_spin:R:1
Fe 1.605374 1.436420 -1.976999 -0.3 0.5 2.6 3.844
O -2.500546 2.850570 -2.836939 -0.4 0.4 -0.7 0.001
O 3.903734 3.657130 0.239651 -0.1 0.1 0.1 0.056
O 1.313304 0.506440 -0.120279 2.7 1.0 -0.6 0.072
O 1.128274 -4.039890 -0.007349 -0.2 -0.8 -0.5 0.000
O -5.009906 -4.274610 -0.496089 -0.6 -0.6 -0.5 0.000
O -3.679356 -1.653550 -0.213029 3.2 0.9 1.3 -0.004
O -3.614886 1.496500 -5.109719 -0.4 0.7 -0.6 0.000
O -1.453126 -2.770920 1.547661 -1.9 1.5 -1.6 0.008
O 2.432894 0.330380 2.471481 0.2 0.3 0.4 0.000
O 1.390314 3.175940 -0.870899 0.4 1.8 0.4 -0.033
O 3.095734 8.120180 0.692181 -1.4 -1.9 -1.1 0.434
O -0.406296 1.148580 -1.974689 0.9 1.4 -2.1 0.043
O 3.000034 -2.297740 1.047441 0.8 -1.4 -1.4 0.000
O 3.602804 1.590110 -1.343859 -1.9 0.0 -3.0 0.037
O -2.107906 -5.233650 3.224731 -0.1 -0.5 0.2 0.000
O -5.391776 0.868670 -0.774009 -0.5 0.2 -0.1 0.000
O -3.564876 2.802930 -0.290509 0.4 0.7 0.6 0.000
O -0.497746 -2.372630 4.319381 0.3 0.2 0.6 0.000
O 0.309874 7.693370 -0.429319 4.5 -2.6 1.4 0.163
C -3.665296 -0.546180 -6.386309 1.3 0.4 0.3 0.000
C -2.927146 0.302210 -5.301169 -0.9 -1.5 0.0 0.000
C -0.858166 0.438490 -1.068449 -2.7 -4.4 3.2 -0.040
C 3.741234 -3.184760 1.908871 0.0 2.5 1.9 0.000
C 2.675464 6.959170 0.310201 -1.8 5.9 0.7 0.015
C 3.525624 5.955480 0.500491 1.0 -4.0 0.3 0.343
C -5.637236 -5.401540 1.579201 0.6 0.5 0.7 0.000
C -4.519336 -4.889520 0.691261 0.2 0.5 -0.8 0.000
C 1.211444 6.747940 -0.190019 -3.4 5.3 -0.9 -0.055
C 2.828724 -3.961860 2.802991 -0.4 -1.6 0.0 0.000
C 2.358324 2.735470 3.039051 0.5 0.1 -1.7 -0.004
C 5.851964 1.233690 -0.793239 0.9 0.2 -1.2 0.002
C 4.499774 0.618780 -0.969089 1.3 -0.9 2.0 -0.007
C 0.220514 -0.038630 0.025141 -4.4 -3.5 0.3 -0.009
C -2.482706 -1.116010 -0.106039 -4.6 -4.8 1.4 -0.002
C 1.648284 4.340080 -0.396789 0.2 1.2 -0.7 -0.136
C -1.398926 -1.698310 0.825191 0.3 -3.3 2.2 0.002
C -0.129426 -1.180460 0.878911 2.3 5.4 -2.6 0.010
C -2.193066 -0.185210 -0.998659 4.5 5.4 -2.6 0.008
C 0.759254 5.498030 -0.460529 1.7 -5.9 0.3 0.196
C 3.242804 1.471180 2.772651 -0.8 -0.2 1.5 0.001
C 3.113374 4.591650 0.176711 -1.0 -0.3 -0.9 0.052
H 2.623474 -4.925780 2.337321 -0.5 0.0 0.0 0.000
H -3.245596 3.024350 -1.165309 0.1 0.1 -0.2 0.000
H -5.582446 1.020280 -1.699699 -0.1 0.1 -0.3 0.000
H 6.234974 1.519960 -1.772759 0.1 0.2 -0.2 0.000
H 1.612314 2.731450 3.833751 0.5 -0.7 0.3 0.000
H -4.240756 2.142230 -0.441829 -0.3 -0.5 0.2 0.000
H -0.260976 5.225050 -0.686369 -0.1 0.6 -0.2 0.006
H 2.721594 -1.498540 1.500601 0.3 0.2 0.6 -0.001
H 4.489504 6.101640 0.965211 0.1 0.1 -0.2 -0.009
H 3.992674 1.478890 1.981611 0.1 1.1 -0.1 0.000
H -5.320466 -0.082710 -0.696359 0.4 -0.6 0.3 0.000
H 0.642334 -1.557550 1.533581 -0.3 -0.2 0.1 0.003
H 1.827364 -3.458410 0.291631 0.3 0.5 0.1 0.000
H -6.318736 -4.587000 1.824531 -0.1 0.0 -0.1 0.000
H 1.773234 2.929700 2.140141 -0.2 -0.1 -0.3 0.001
H 4.266784 -2.503940 2.578481 0.4 0.1 0.1 0.000
H 3.293234 -4.203600 3.758971 0.2 0.2 0.1 0.000
H 5.792714 2.161050 -0.223509 0.2 -0.3 0.4 0.000
H 0.331514 -3.675030 0.377741 -0.4 0.1 0.2 0.000
H 4.549574 -3.784900 1.491121 -0.6 0.1 -1.0 0.000
H 4.540164 -0.230410 -1.651249 -0.4 0.1 0.0 0.004
H -2.979396 0.222230 -1.616769 0.0 -0.2 -0.2 -0.001
H -0.362716 -3.295920 4.532761 0.0 -0.1 0.0 0.000
H 3.642454 2.336990 -0.742029 0.0 1.0 1.0 -0.013
H -5.136616 -5.673560 2.508431 -0.1 -0.2 0.2 0.000
H -6.198686 -6.273860 1.244611 0.1 0.1 -0.4 0.000
H -1.859066 0.449180 -5.461449 0.1 0.1 -0.7 0.000
H -4.498766 -3.473780 -0.633949 0.1 0.3 0.1 0.000
H -3.898786 -4.106810 1.127611 -0.1 -0.2 0.9 0.000
H -3.108066 -1.464000 -6.573939 0.0 -0.2 0.3 0.000
H 4.208684 0.322750 0.038741 -0.3 -0.9 -0.1 0.003
H -1.482826 -5.083540 3.933941 0.0 0.0 0.1 0.000
H 3.766564 1.260340 3.705021 0.1 -0.3 0.0 0.000
H -4.668836 -0.826510 -6.066279 0.0 0.3 0.0 0.000
H 2.951884 3.646630 3.113791 0.3 -0.1 0.4 0.005
H -0.705406 -2.370140 3.384981 -0.3 -0.1 -0.7 0.000
H 1.995124 0.613100 1.665251 -0.5 -0.3 -0.5 0.000
H -1.841276 -4.623860 2.536761 0.0 0.5 -0.5 0.000
H 1.883014 -3.460000 3.007581 0.1 0.2 -0.1 0.000
H 6.570244 0.497710 -0.431989 -0.1 0.2 0.5 0.000
H -3.661366 -0.049010 -7.356309 -0.3 0.3 0.1 0.000
H -3.127786 2.033770 -4.480689 -0.1 0.3 0.4 0.000
H -1.894906 2.144240 -2.612149 0.7 -0.5 0.3 0.000
H -1.935186 3.577240 -3.098749 0.1 0.3 0.0 0.000
H -3.828996 -5.690990 0.428241 0.0 -0.3 0.0 0.000
H -2.973186 -0.262860 -4.370219 0.0 -0.4 0.2 0.000
```
Forces are in eV/Å.

---

Question: Which of these has the highest 2S+1?
Answer: C22H46FeO19

---

Question: Among the records above, which one has the highest charge?
Answer: C22H45O12Zn

---

Question: Among the records above, which one has the lowest 2S+1?
Answer: C22H45O12Zn

---

Question: Number 2 is which compound?
Answer: C22H46FeO19